--- P ---
Computed, not measured: a 4-piece molecular cluster, C3H12NO4 overall, with ωB97M-V/def2-TZVPD.

CARTESIAN COORDINATES (ANGSTROEM)
C (-0.3572, -1.3357, -0.8768)
O (2.1500, -0.8338, -2.3726)
C (0.2948, -0.6418, 0.3075)
C (0.7755, 0.7575, -0.1339)
O (-0.2429, 1.7119, -0.3552)
N (-0.6075, -0.5704, 1.4533)
H (-0.7442, -2.3001, -0.5953)
H (-1.2062, -0.7732, -1.2306)
H (1.2119, -1.2380, 0.5395)
H (1.4674, 1.1538, 0.6661)
H (1.3617, 0.6176, -1.0260)
H (-1.1754, 1.2795, -0.4094)
H (-1.4753, -0.1808, 1.1099)
H (-0.0887, 0.0790, 2.1795)
H (0.4166, -1.4921, -1.6630)
H (2.6293, -0.6765, -3.2113)
O (0.9877, 1.0614, 2.7550)
H (0.5019, 1.6678, 3.3559)
H (-3.3664, 1.1247, -0.1356)
O (-2.5331, 0.5891, -0.3569)

The LUMO energy comes out at -0.92 eV. The net charge is -1.

--- Q ---
Computed, not measured: a 3-piece molecular cluster, C3H12NO4 overall, with ωB97M-V/def2-TZVPD.

CARTESIAN COORDINATES (ANGSTROEM)
N (0.6084, -1.2983, 1.7557)
C (-0.2956, -1.1440, 0.6376)
C (0.4628, -1.4961, -0.6300)
O (-0.4456, -2.1610, -1.5820)
C (-0.9694, 0.2705, 0.3572)
O (-0.0240, 1.1564, -0.1414)
H (1.5125, -0.8462, 1.6864)
H (0.1988, -0.9735, 2.6245)
H (-1.0777, -1.9103, 0.7303)
H (0.9162, -0.7047, -1.2145)
H (1.1989, -2.2943, -0.4722)
H (-0.6839, -1.5008, -2.2336)
H (-1.7347, 0.0824, -0.4146)
H (-1.4361, 0.6579, 1.2879)
H (-1.6055, 3.2995, -1.8585)
H (-1.0056, 1.8655, -1.2519)
O (-1.6186, 2.3466, -1.8802)
H (1.2874, 1.1070, 0.6245)
H (2.5086, 2.2238, 0.9199)
O (2.2032, 1.3197, 1.0549)

The LUMO energy comes out at 3.97 eV. The net charge is -1.

--- R ---
Computed, not measured: a 3-piece molecular cluster, C3H12NO4 overall, with ωB97M-V/def2-TZVPD.

CARTESIAN COORDINATES (ANGSTROEM)
C (1.5826, 0.5200, 0.8656)
C (0.3450, 1.3423, 1.1376)
O (-0.7942, 0.6058, 1.6006)
N (1.7554, -0.1860, -0.3817)
C (0.7821, -1.2634, -0.7136)
O (-0.4761, -0.8796, -1.0732)
H (1.6827, -0.2114, 1.6735)
H (2.4702, 1.1204, 0.9269)
H (0.4539, 1.9964, 1.9992)
H (0.0733, 1.8690, 0.2417)
H (-0.9729, -0.2354, 1.1658)
H (1.9818, 0.5106, -1.1088)
H (1.3025, -1.7734, -1.5527)
H (0.8761, -1.8771, 0.2040)
H (-1.4598, -1.4464, -0.1665)
H (-2.9698, -1.5183, -0.0049)
O (-2.2082, -1.8371, 0.4863)
H (-2.2687, 1.1554, -1.9482)
H (-0.7942, 0.6468, -1.5851)
O (-1.3618, 1.4616, -1.7666)

The LUMO energy comes out at 4.05 eV. The net charge is -1.

Energy ordering: R at the bottom, the next structure 0.0046 hartree above.

--- P ---
Computed, not measured: a 12-piece molecular cluster, H23O12 overall, with ωB97M-V/def2-TZVPD.

CARTESIAN COORDINATES (ANGSTROEM)
O (1.3291, -1.7721, 1.4134)
H (1.8353, -0.3173, -1.5358)
H (-1.0361, 3.0799, 2.2931)
O (-1.0445, -0.0490, 1.6055)
H (-0.4210, -0.3417, 2.2687)
H (-0.8110, -0.5533, 0.8211)
O (0.1940, 1.0964, 3.9522)
H (0.7749, 1.8493, 3.8682)
O (-1.0406, 3.9628, 1.8986)
H (-0.7124, -0.2664, -4.4696)
H (-0.4339, 3.8524, 1.1524)
O (2.6205, 0.1194, -1.9330)
H (-0.2355, -0.7344, -1.6735)
H (2.1214, 0.9977, 1.6321)
O (-0.3658, 2.9059, -0.5811)
H (-4.3313, 1.1280, -1.9439)
H (0.7674, 0.3399, 3.8468)
O (-1.2394, -0.7213, -5.1070)
H (-1.8848, -1.1647, -4.5490)
H (0.2314, 3.5893, -0.9030)
O (0.5912, -4.2513, 0.7375)
H (0.0889, -3.4861, 0.4451)
H (1.2052, -3.8255, 1.3361)
O (-1.1625, -0.4919, -1.8788)
H (-1.7738, -0.9856, -1.3465)
H (1.8940, -0.4897, 1.8163)
O (-4.3043, 1.4145, -1.0326)
H (2.1300, -2.2380, 1.6471)
H (0.9962, -2.7447, -1.2043)
O (1.0529, -1.7963, -1.0754)
H (-3.4005, 1.5796, -0.7463)
H (0.1899, 2.1257, -0.4619)
O (2.0508, 0.3835, 2.3702)
H (1.2416, -1.7130, -0.0289)
H (2.8825, -0.4817, -2.6339)

The LUMO energy comes out at 2.71 eV. The net charge is -1.

--- Q ---
Computed, not measured: a 12-piece molecular cluster, H23O12 overall, with ωB97M-V/def2-TZVPD.

CARTESIAN COORDINATES (ANGSTROEM)
O (3.7941, 0.3808, -1.7128)
H (1.6052, -1.8046, 2.2750)
H (-1.5679, -0.8706, -0.4477)
O (0.0124, 0.9470, 3.0807)
H (0.4854, 0.5361, 2.3090)
H (-0.2596, 1.8236, 2.5779)
O (-2.6930, 0.6565, 3.4525)
H (-2.6361, -0.2877, 3.3579)
O (-1.5798, -1.7867, -0.2406)
H (-0.2810, -3.1225, -3.3145)
H (-1.1184, -1.9755, 0.6347)
O (0.9920, -1.6917, 1.5729)
H (3.1773, -2.2135, -1.1637)
H (1.8410, -1.3304, -1.7256)
O (0.9664, 3.8793, -0.5585)
H (-0.3702, 0.4817, -2.0121)
H (-1.8592, 0.7677, 3.7664)
O (-0.5092, -2.2762, -2.8776)
H (-0.5808, -2.2783, -1.9449)
H (1.7092, 3.9906, 0.1875)
O (-2.0176, 3.2932, 0.7021)
H (-1.1541, 3.4949, 0.8484)
H (-1.9251, 2.2837, 0.6808)
O (4.0014, -2.3629, -1.5393)
H (4.2245, -1.3874, -1.6607)
H (3.7025, 0.3638, -2.7493)
O (-0.2986, 0.6037, -1.0988)
H (2.9069, -0.2670, -1.5442)
H (-3.7453, -0.9539, -0.0072)
O (-4.5605, -0.4307, 0.1758)
H (0.3725, 0.0071, -0.8829)
H (0.7680, 2.9387, -0.8400)
O (1.6666, -1.0147, -0.9476)
H (-4.8208, -0.1951, 0.9965)
H (1.3323, -1.5816, 0.5882)

The LUMO energy comes out at 2.75 eV. The net charge is -1.

Energy ordering: P at the bottom, the next structure 0.0675 hartree above.

--- P ---
Computed, not measured: a 2-piece molecular cluster, CH5BO overall, with ωB97M-V/def2-TZVPD.

CARTESIAN COORDINATES (ANGSTROEM)
B (0.5974, 0.0502, 0.0765)
C (-0.5357, 0.6408, -0.7888)
O (-0.0222, -1.5017, 1.5655)
H (1.5996, 0.2921, 0.4927)
H (-1.5926, 0.5098, -0.4123)
H (-0.3738, -0.0636, -1.7388)
H (-0.4632, 1.6639, -1.2412)
H (0.7904, -1.5916, 2.0464)

The LUMO energy comes out at -0.24 eV. The net charge is 0.

--- Q ---
Computed, not measured: one molecule with the formula CH5BO, with ωB97M-V/def2-TZVPD.

CARTESIAN COORDINATES (ANGSTROEM)
B (-1.2613, -0.0184, -0.0741)
O (-0.1887, -0.4854, 0.5272)
C (1.0535, -0.1177, 0.1466)
H (-1.2512, 0.7500, -1.0372)
H (-2.3095, -0.0811, 0.4086)
H (1.3501, -0.7967, -0.6261)
H (1.7603, -0.0442, 0.9315)
H (0.8468, 0.7935, -0.2766)

The LUMO energy comes out at 0.87 eV. The net charge is 0.

Energy ordering: Q at the bottom, the next structure 0.0995 hartree above.

--- P ---
Computed, not measured: C34H44BrN3O3PPtS as an isolated structure, with ωB97M-V/def2-TZVPD.

CARTESIAN COORDINATES (ANGSTROEM)
Pt (-1.7763, 0.8044, 0.1189)
Br (-4.0722, -1.5583, -0.7160)
C (-4.6269, -0.0335, 0.2340)
C (-5.9556, 0.1038, 0.5848)
C (-6.3491, 1.2634, 1.2356)
C (-5.4126, 2.2520, 1.4878)
C (-4.1051, 2.0503, 1.0994)
N (-3.7160, 0.9040, 0.5042)
C (-3.0312, 3.1300, 1.2713)
O (-3.3166, 4.1113, 1.9194)
O (-1.9053, 2.8778, 0.6868)
H (-6.6560, -0.6811, 0.3426)
H (-7.3840, 1.3953, 1.5213)
H (-5.6506, 3.1898, 1.9695)
S (-1.8044, -2.3583, 6.0473)
C (-1.6632, -1.6277, 4.4258)
C (-1.3803, -0.2771, 4.2761)
C (-1.2856, 0.2550, 3.0042)
N (-1.4631, -0.4852, 1.9013)
C (-1.7314, -1.7883, 2.0436)
C (-1.8430, -2.3929, 3.2812)
C (-0.0672, -2.6763, 6.3222)
C (0.5053, -3.8674, 5.9021)
C (1.8597, -4.0627, 6.1319)
N (2.6417, -3.1732, 6.7374)
C (2.0737, -2.0445, 7.1517)
C (0.7293, -1.7474, 6.9738)
H (-1.2375, 0.3601, 5.1374)
H (-1.0656, 1.3041, 2.8449)
H (-1.8474, -2.3603, 1.1337)
H (-2.0629, -3.4491, 3.3520)
H (-0.0882, -4.6292, 5.4151)
H (2.3372, -4.9830, 5.8145)
H (2.7237, -1.3379, 7.6552)
H (0.3159, -0.8181, 7.3413)
O (0.2118, 0.9362, -0.1774)
P (1.0852, 0.5361, -1.3787)
C (2.1919, -0.7728, -0.8110)
C (1.3777, -2.0102, -0.3366)
C (1.5652, -3.1922, -1.2819)
C (3.0354, -3.6239, -1.3486)
C (3.9966, -2.4210, -1.3046)
C (3.3079, -1.1525, -1.7999)
C (0.0596, -0.1176, -2.7283)
C (-1.2743, 0.6258, -2.9240)
C (-2.1330, -0.1250, -3.9312)
C (-1.4142, -0.2429, -5.2981)
C (0.0122, 0.3017, -5.2518)
C (0.8072, -0.2826, -4.0856)
C (2.0385, 1.9729, -1.8885)
C (2.8893, 2.5184, -0.7092)
C (2.1651, 3.6569, 0.0044)
C (1.9962, 4.8631, -0.9299)
C (1.8064, 4.4253, -2.3903)
C (1.1121, 3.0689, -2.4627)
H (2.6707, -0.3308, 0.0682)
H (0.3156, -1.7625, -0.2300)
H (1.7106, -2.2892, 0.6655)
H (1.2099, -2.9182, -2.2804)
H (0.9442, -4.0304, -0.9622)
H (3.1996, -4.2032, -2.2586)
H (3.2540, -4.2943, -0.5155)
H (4.8879, -2.6242, -1.8977)
H (4.3421, -2.2493, -0.2813)
H (2.9066, -1.3329, -2.8003)
H (4.0204, -0.3303, -1.8890)
H (-0.2084, -1.1125, -2.3536)
H (-1.1064, 1.6521, -3.2536)
H (-1.8112, 0.7463, -1.9555)
H (-3.0950, 0.3758, -4.0430)
H (-2.3471, -1.1195, -3.5299)
H (-1.9765, 0.2886, -6.0658)
H (-1.3867, -1.2889, -5.6104)
H (-0.0061, 1.3918, -5.1764)
H (0.5296, 0.0754, -6.1849)
H (1.7992, 0.1718, -4.0618)
H (0.9685, -1.3481, -4.2662)
H (2.7097, 1.6267, -2.6813)
H (3.8359, 2.8836, -1.1146)
H (3.1529, 1.7283, -0.0036)
H (2.7211, 3.9463, 0.8967)
H (1.1912, 3.3016, 0.3484)
H (2.8698, 5.5139, -0.8597)
H (1.1398, 5.4553, -0.6038)
H (2.7739, 4.3517, -2.8957)
H (1.2305, 5.1691, -2.9411)
H (0.8470, 2.8239, -3.4935)
H (0.1807, 3.1176, -1.8882)

The LUMO energy comes out at -3.35 eV. The net charge is +1.

--- Q ---
Computed, not measured: C34H44BrN3O3PPtS as an isolated structure, with ωB97M-V/def2-TZVPD.

CARTESIAN COORDINATES (ANGSTROEM)
Pt (0.9215, 2.0029, -0.1257)
Br (4.1329, 0.0422, -0.8604)
C (4.1653, 1.7540, -0.1252)
C (5.4061, 2.2528, 0.2398)
C (5.4982, 3.5590, 0.6766)
C (4.3566, 4.3379, 0.6596)
C (3.1644, 3.7611, 0.2789)
N (3.0315, 2.4547, -0.0602)
C (1.9444, 4.6327, 0.1265)
O (2.0196, 5.8336, 0.1449)
O (0.8444, 3.9572, -0.0430)
H (6.2774, 1.6216, 0.1541)
H (6.4510, 3.9677, 0.9843)
H (4.3538, 5.3888, 0.9095)
S (-5.5701, 2.4160, -0.5816)
C (-3.7989, 2.4630, -0.4144)
C (-3.1843, 2.2746, 0.8171)
C (-1.8124, 2.1435, 0.8766)
N (-1.0517, 2.1932, -0.2252)
C (-1.6272, 2.4124, -1.4132)
C (-2.9945, 2.5619, -1.5409)
C (-5.9535, 4.0423, 0.0575)
C (-6.2528, 4.2217, 1.3988)
C (-6.5750, 5.4999, 1.8334)
N (-6.6201, 6.5604, 1.0348)
C (-6.3401, 6.3695, -0.2503)
C (-6.0046, 5.1365, -0.7913)
H (-3.7673, 2.2225, 1.7254)
H (-1.2925, 2.0076, 1.8136)
H (-0.9633, 2.4940, -2.2613)
H (-3.4275, 2.7358, -2.5152)
H (-6.2486, 3.3886, 2.0882)
H (-6.8140, 5.6755, 2.8758)
H (-6.3895, 7.2462, -0.8852)
H (-5.7947, 5.0331, -1.8468)
O (0.3622, -0.0416, -0.1206)
P (0.6305, -1.5316, 0.1211)
C (1.6508, -2.3084, -1.1684)
C (1.6109, -3.8691, -1.1998)
C (1.3769, -4.4198, -2.6063)
C (2.3514, -3.8233, -3.6151)
C (2.3439, -2.2789, -3.5817)
C (1.3629, -1.7058, -2.5570)
C (1.4006, -1.7056, 1.7566)
C (1.6016, -3.1635, 2.2213)
C (2.5533, -3.1808, 3.4144)
C (3.9705, -2.7761, 2.9797)
C (3.9387, -1.7909, 1.8008)
C (2.7116, -0.8889, 1.8803)
C (-0.9255, -2.4583, 0.2738)
C (-1.8647, -1.7836, 1.3172)
C (-3.2801, -1.6119, 0.7704)
C (-3.2322, -0.8261, -0.5346)
C (-2.3609, -1.5086, -1.6101)
C (-1.6524, -2.7365, -1.0503)
H (2.6607, -2.0047, -0.8862)
H (0.8517, -4.2700, -0.5295)
H (2.5688, -4.2476, -0.8358)
H (0.3522, -4.2177, -2.9250)
H (1.4801, -5.5055, -2.5840)
H (2.1022, -4.1832, -4.6132)
H (3.3560, -4.1929, -3.3979)
H (2.1074, -1.8745, -4.5662)
H (3.3464, -1.9182, -3.3369)
H (0.3359, -1.9150, -2.8598)
H (1.4598, -0.6210, -2.5155)
H (0.6525, -1.2411, 2.4093)
H (2.0285, -3.7726, 1.4210)
H (0.6434, -3.6108, 2.4890)
H (2.5640, -4.1661, 3.8803)
H (2.1767, -2.4834, 4.1680)
H (4.5379, -3.6633, 2.6934)
H (4.4958, -2.3270, 3.8240)
H (3.9261, -2.3427, 0.8561)
H (4.8480, -1.1879, 1.7883)
H (2.7474, -0.1043, 1.1200)
H (2.7141, -0.3727, 2.8431)
H (-0.5916, -3.4179, 0.6746)
H (-1.4909, -0.7883, 1.5781)
H (-1.8775, -2.3719, 2.2360)
H (-3.8859, -1.0780, 1.5056)
H (-3.7562, -2.5835, 0.6234)
H (-2.8047, 0.1465, -0.3046)
H (-4.2426, -0.6555, -0.9104)
H (-1.6196, -0.7995, -1.9885)
H (-2.9709, -1.8127, -2.4616)
H (-0.9611, -3.1521, -1.7805)
H (-2.3892, -3.5198, -0.8615)

The LUMO energy comes out at -2.93 eV. The net charge is +1.

Energy ordering: Q at the bottom, the next structure 0.0351 hartree above.